i) 11
Properties=species:S:1:pos:R:3:nbo_charge:R:1 method="wB97M-V/def2-TZVPD" lumo_ev=-4.05 smiles="C/[NH+]=C/N" gap_ev=11.69 charge=+1
N 0.047 -0.518 -1.899 -0.709
N -0.389 0.430 0.192 -0.496
C -0.044 0.375 1.621 -0.430
C 0.373 -0.200 -0.661 0.406
H -0.092 -0.650 1.979 0.226
H -1.316 0.702 -0.102 0.428
H 1.416 -0.365 -0.418 0.225
H 0.753 -0.872 -2.526 0.438
H 0.934 0.798 1.827 0.236
H -0.909 -0.657 -2.193 0.428
H -0.773 0.956 2.179 0.247

ii) 11
Properties=species:S:1:pos:R:3:nbo_charge:R:1 method="wB97M-V/def2-TZVPD" lumo_ev=-9.28 gap_ev=3.84 charge=+1
N -2.038 -2.412 -0.572 -1.015
N 2.292 1.384 0.282 -0.617
C 0.939 1.744 0.329 -0.078
C 0.027 0.903 -0.173 0.193
H -2.458 -2.563 -1.439 0.394
H -1.717 -3.164 0.023 0.398
H 0.795 2.803 0.711 0.303
H -1.725 -1.436 -0.325 0.356
H 2.659 1.243 1.232 0.420
H 2.280 0.423 -0.075 0.388
H -1.054 1.075 0.007 0.257

iii) 11
Properties=species:S:1:pos:R:3:nbo_charge:R:1 method="wB97M-V/def2-TZVPD" lumo_ev=-3.65 smiles="CNC=[NH2+]" gap_ev=11.99 charge=+1
N -1.179 0.305 1.546 -0.713
N 0.268 -0.466 -0.078 -0.489
C -0.525 0.436 0.421 0.397
C 0.975 -0.269 -1.347 -0.414
H 2.047 -0.357 -1.184 0.236
H -0.640 1.343 -0.161 0.231
H -1.116 -0.478 2.185 0.429
H -1.794 1.032 1.876 0.439
H 0.816 0.741 -1.693 0.225
H 0.660 -1.019 -2.062 0.237
H 0.489 -1.268 0.498 0.423

So which one is most stable? That would be iii), about 0.151 eV below the next structure.

i) 11
Properties=species:S:1:pos:R:3:nbo_charge:R:1 method="wB97M-V/def2-TZVPD" lumo_ev=-3.75 smiles="N/C=C/[NH3+]" gap_ev=9.74 charge=+1
N 1.429 -0.367 -1.079 -0.700
N -1.421 0.396 1.212 -0.804
C -0.317 0.458 0.415 0.060
C 0.068 -0.505 -0.435 -0.178
H -0.343 -1.453 -0.750 0.238
H 1.746 0.565 -1.399 0.452
H 0.365 1.283 0.630 0.202
H -1.405 0.955 2.054 0.402
H 2.144 -0.577 -0.316 0.448
H -2.398 0.397 0.930 0.423
H 1.427 -1.102 -1.783 0.456

ii) 11
Properties=species:S:1:pos:R:3:nbo_charge:R:1 method="wB97M-V/def2-TZVPD" lumo_ev=-6.15 smiles="C[N+](C)=N" gap_ev=11.51 charge=+1
N -0.864 -1.177 0.654 -0.106
N -0.155 -0.305 0.229 0.084
C 1.055 -0.649 -0.523 -0.488
C -0.472 1.027 0.247 -0.490
H 1.335 -1.725 -0.222 0.289
H 0.862 -0.731 -1.651 0.284
H 1.755 0.209 -0.552 0.263
H -0.776 1.541 -0.713 0.294
H -1.702 -0.866 1.032 0.359
H -1.428 1.174 0.828 0.247
H 0.390 1.502 0.670 0.263

So which one is most stable? That would be i), about 1.686 eV below the next structure.

i) 15
Properties=species:S:1:pos:R:3:nbo_charge:R:1 method="wB97M-V/def2-TZVPD" lumo_ev=-1.18 gap_ev=5.53
C 0.710 -1.069 -0.106 0.046
C -0.568 1.243 0.137 -0.474
C -0.508 -0.260 -0.111 -0.385
C -1.736 0.541 0.674 -0.309
C 1.836 -0.579 -0.923 -0.647
H -0.324 0.416 3.539 -0.036
H -0.652 1.882 -0.756 0.173
H 0.209 1.633 0.811 0.198
H 1.928 0.503 -1.075 0.239
H 1.203 -1.063 -1.695 0.275
H 2.859 -0.909 -0.868 0.237
H 0.441 -2.110 -0.015 0.202
H -0.863 0.753 3.151 0.025
H -1.017 -0.404 -1.073 0.289
H -2.596 0.317 0.041 0.166

ii) 15
Properties=species:S:1:pos:R:3:nbo_charge:R:1 method="wB97M-V/def2-TZVPD" lumo_ev=-1.55 gap_ev=5.20
C -0.063 0.140 0.465 -0.031
C 0.480 -0.767 -1.776 -0.473
C 1.517 -1.925 0.078 -0.377
C 0.826 -0.811 -0.446 -0.125
C -1.390 -0.672 0.671 -0.677
H 0.953 -1.316 -2.426 0.178
H -1.067 -1.074 -0.372 0.269
H 2.044 -2.393 -0.783 0.194
H -0.155 1.102 0.240 0.166
H -0.515 5.827 1.893 0.002
H 1.848 -1.936 1.099 0.205
H 0.044 0.189 -2.176 0.195
H -1.229 -1.475 1.499 0.246
H -0.893 5.386 1.427 -0.002
H -2.399 -0.273 0.607 0.229

iii) 15
Properties=species:S:1:pos:R:3:nbo_charge:R:1 method="wB97M-V/def2-TZVPD" lumo_ev=1.16 smiles=C[C@@H]1C[C@@H]1C gap_ev=9.89
C 0.932 -0.626 0.108 -0.227
C -0.895 1.523 -0.053 -0.640
C 0.371 -0.964 -1.256 -0.607
C 0.473 0.607 0.819 -0.277
C 0.049 -0.726 1.340 -0.424
H 0.389 1.667 0.870 0.292
H -0.702 -0.758 -1.304 0.206
H -0.996 -0.964 1.151 0.199
H -1.750 0.891 0.123 0.206
H 0.864 -0.365 -2.031 0.207
H -1.155 2.556 0.302 0.212
H 1.966 -0.969 0.232 0.213
H 0.520 -2.021 -1.498 0.210
H -0.616 1.617 -1.105 0.210
H 0.431 -1.193 2.253 0.218

iv) 15
Properties=species:S:1:pos:R:3:nbo_charge:R:1 method="wB97M-V/def2-TZVPD" lumo_ev=1.35 smiles="C1=CC1.[H][H].C=C" gap_ev=10.66
C -1.515 0.589 -1.041 -0.187
C 2.039 -0.083 0.647 -0.401
C -1.830 0.043 0.320 -0.434
C -1.261 -0.666 -0.873 -0.184
C 1.389 -1.192 0.310 -0.385
H -0.950 -1.615 -1.281 0.224
H -2.877 -0.130 0.591 0.177
H 0.155 2.070 -0.187 -0.003
H -1.181 0.289 1.171 0.176
H 1.932 0.367 1.633 0.198
H -1.562 1.456 -1.684 0.226
H 1.487 -1.634 -0.680 0.193
H 0.760 1.768 0.122 0.004
H 2.687 0.434 -0.058 0.198
H 0.726 -1.695 1.009 0.198

So which one is most stable? That would be iii), about 0.789 eV below the next structure.

i) 15
Properties=species:S:1:pos:R:3:nbo_charge:R:1 method="wB97M-V/def2-TZVPD" lumo_ev=-1.14 gap_ev=5.30
C -2.491 -0.460 -0.741 -0.480
C -1.204 -0.195 -0.068 -0.147
C -0.548 -0.854 1.017 -0.553
C -0.271 0.802 -0.144 0.102
C -0.170 1.853 0.840 -0.667
H 5.887 -2.240 -2.517 0.002
H -1.103 -1.717 1.657 0.226
H 0.610 0.549 -0.786 0.206
H 5.157 -2.172 -2.352 -0.002
H 0.362 1.405 1.844 0.236
H 0.505 2.536 0.474 0.218
H -1.180 2.190 1.191 0.248
H 0.433 -0.707 1.503 0.208
H -3.214 -1.236 -0.420 0.210
H -2.774 0.245 -1.497 0.192

ii) 15
Properties=species:S:1:pos:R:3:nbo_charge:R:1 method="wB97M-V/def2-TZVPD" lumo_ev=1.26 smiles="C=CC.C=C" gap_ev=10.58
C -1.748 0.346 0.201 -0.409
C 0.987 1.644 -0.615 -0.379
C -1.077 -0.626 0.809 -0.165
C -0.273 -1.674 0.101 -0.652
C 1.855 0.701 -0.271 -0.399
H -0.081 -1.404 -0.942 0.215
H -0.828 -2.618 0.115 0.221
H -1.722 0.454 -0.882 0.189
H -1.108 -0.699 1.897 0.192
H 0.747 1.855 -1.654 0.191
H 2.064 0.478 0.773 0.192
H 0.455 2.227 0.132 0.198
H -2.334 1.075 0.754 0.198
H 0.692 -1.854 0.592 0.215
H 2.371 0.095 -1.011 0.193

iii) 15
Properties=species:S:1:pos:R:3:nbo_charge:R:1 method="wB97M-V/def2-TZVPD" lumo_ev=0.78 smiles="C=CC.C=C" gap_ev=9.30
C -0.079 1.614 -0.116 -0.440
C -0.605 -0.872 2.115 -0.395
C 0.615 0.793 -1.037 -0.180
C 0.625 -0.929 1.577 -0.385
C -0.166 -0.035 -2.139 -0.675
H 1.658 0.510 -0.946 0.201
H 0.482 -0.512 -2.882 0.211
H -0.773 -0.854 -1.698 0.220
H 1.480 -1.138 2.173 0.191
H -1.020 2.254 -0.134 0.211
H 0.784 -0.845 0.474 0.205
H -0.863 0.542 -2.895 0.224
H 0.143 1.225 0.920 0.220
H -1.407 -0.848 1.418 0.189
H -0.875 -0.903 3.171 0.202

So which one is most stable? That would be ii), about 2.180 eV below the next structure.

i) 15
Properties=species:S:1:pos:R:3:nbo_charge:R:1 method="wB97M-V/def2-TZVPD" lumo_ev=1.00 smiles="CC=C(C)C" gap_ev=9.93
C -0.527 0.089 -0.203 0.033
C 0.526 0.752 -0.122 -0.213
C -1.829 0.401 -0.706 -0.646
C -0.264 -1.492 0.123 -0.645
C 1.787 0.600 0.745 -0.647
H -1.633 1.511 -0.853 0.217
H 1.803 1.321 1.616 0.214
H -0.768 -1.878 -0.881 0.190
H 0.784 -1.945 0.078 0.216
H 2.631 1.005 0.226 0.211
H -2.833 0.327 -0.248 0.250
H -1.511 -0.259 -1.729 0.230
H 2.073 -0.258 1.338 0.219
H -0.700 -1.854 0.996 0.204
H 0.461 1.680 -0.380 0.169

ii) 15
Properties=species:S:1:pos:R:3:nbo_charge:R:1 method="wB97M-V/def2-TZVPD" lumo_ev=1.19 gap_ev=8.64
C 0.244 -0.540 -0.699 -0.110
C 0.785 0.257 0.831 -0.604
C 0.210 -2.018 -0.386 -0.689
C -0.684 1.771 -0.551 -0.626
C -0.656 0.324 -0.097 -0.164
H -0.781 2.498 0.263 0.203
H 1.210 -2.363 -0.144 0.216
H 0.233 0.524 1.743 0.229
H -0.118 -2.574 -1.263 0.234
H 0.270 1.932 -1.049 0.229
H 1.368 -0.610 1.113 0.268
H -0.518 -2.316 0.390 0.169
H -1.473 2.007 -1.259 0.227
H 1.433 1.083 0.602 0.234
H -1.523 0.026 0.507 0.184

iii) 15
Properties=species:S:1:pos:R:3:nbo_charge:R:1 method="wB97M-V/def2-TZVPD" lumo_ev=1.14 smiles="CC=C(C)C" gap_ev=9.85
C 0.764 0.125 0.664 -0.193
C -0.435 0.173 0.086 0.005
C -1.573 0.908 0.770 -0.640
C 1.990 -0.545 0.122 -0.645
C -0.695 -0.470 -1.257 -0.655
H 1.830 -0.989 -0.865 0.210
H 0.872 0.605 1.644 0.188
H -1.738 -0.348 -1.556 0.212
H -0.490 -1.551 -1.254 0.219
H -2.484 0.885 0.165 0.208
H 2.824 0.164 0.035 0.216
H -1.805 0.468 1.750 0.219
H -0.067 -0.035 -2.043 0.220
H -1.318 1.955 0.938 0.219
H 2.325 -1.347 0.800 0.216

iv) 15
Properties=species:S:1:pos:R:3:nbo_charge:R:1 method="wB97M-V/def2-TZVPD" lumo_ev=1.28 smiles="C/C=C/CC" gap_ev=10.28
C -0.778 -1.106 0.104 -0.184
C 1.333 0.244 0.210 -0.453
C 1.620 1.807 0.213 -0.613
C -0.063 0.027 -0.172 -0.203
C -2.203 -1.393 -0.370 -0.663
H 1.340 2.368 -0.732 0.209
H -2.919 -0.750 0.191 0.225
H -0.424 -2.043 0.737 0.198
H 1.638 -0.127 1.234 0.218
H -2.375 -1.445 -1.532 0.220
H -2.417 -2.474 -0.102 0.210
H 2.716 2.044 0.455 0.211
H 1.074 2.332 1.115 0.207
H 2.023 -0.316 -0.486 0.216
H -0.567 0.832 -0.866 0.203

So which one is most stable? That would be iii), about 1.130 eV below the next structure.

i) 30
Properties=species:S:1:pos:R:3:nbo_charge:R:1 method="wB97M-V/def2-TZVPD" lumo_ev=0.90 smiles=Cc1ccccc1.Cc1ccccc1 gap_ev=9.75
C 2.985 2.046 0.583 -0.202
C -2.430 -2.856 -0.790 -0.214
C 1.398 3.880 0.350 -0.216
C -1.689 -1.437 -3.039 -0.195
C -2.683 -0.946 -2.220 -0.232
C 1.413 2.542 2.359 -0.015
C 0.955 2.373 3.799 -0.628
C -1.033 -2.613 -2.707 -0.217
C -0.619 -4.576 -1.224 -0.630
C 2.507 1.818 1.857 -0.219
C -3.031 -1.636 -1.064 -0.199
C -1.367 -3.324 -1.550 -0.018
C 0.803 3.491 1.555 -0.206
C 2.492 3.174 -0.092 -0.222
H 0.260 -4.671 -1.855 0.214
H 0.901 3.352 4.270 0.220
H -0.109 -2.880 -3.228 0.205
H 3.717 1.404 0.119 0.215
H -1.430 -1.014 -4.008 0.212
H 0.850 4.594 -0.247 0.216
H -2.667 -3.378 0.133 0.206
H 2.812 0.955 2.452 0.208
H -1.245 -5.458 -1.417 0.221
H -3.276 -0.095 -2.542 0.213
H -0.156 3.960 1.769 0.208
H -0.084 2.017 3.787 0.217
H -0.269 -4.688 -0.194 0.219
H 1.567 1.697 4.385 0.216
H 3.138 3.476 -0.909 0.210
H -3.708 -1.206 -0.330 0.213

ii) 30
Properties=species:S:1:pos:R:3:nbo_charge:R:1 method="wB97M-V/def2-TZVPD" lumo_ev=0.93 smiles=Cc1ccccc1.Cc1ccccc1 gap_ev=9.79
C -2.211 1.948 0.989 -0.217
C 2.009 0.402 -2.520 -0.228
C -1.870 0.698 1.516 -0.005
C -1.502 0.560 2.970 -0.629
C 1.428 -1.650 -1.388 -0.231
C 2.089 -2.029 0.981 -0.634
C 2.648 0.860 -1.377 -0.196
C 2.697 0.080 -0.243 -0.222
C -2.616 2.056 -0.330 -0.206
C 1.351 -0.812 -2.513 -0.191
C -1.935 -0.398 0.672 -0.217
C 2.019 -1.151 -0.244 0.002
C -2.162 -0.282 -0.694 -0.202
C -2.573 0.956 -1.179 -0.222
H 2.130 -1.470 1.923 0.215
H -2.204 2.835 1.617 0.207
H 3.223 0.308 0.675 0.212
H 1.302 -2.776 1.020 0.216
H 0.798 -1.114 -3.392 0.208
H -1.862 -1.052 -1.384 0.216
H 3.032 -2.598 1.000 0.218
H -2.079 1.266 3.572 0.216
H 0.896 -2.591 -1.466 0.211
H -1.647 -0.442 3.349 0.216
H 3.115 1.828 -1.427 0.211
H -0.452 0.854 3.102 0.219
H 1.971 1.011 -3.411 0.211
H -2.822 1.097 -2.228 0.210
H -1.736 -1.380 1.101 0.203
H -3.036 2.988 -0.688 0.210

So which one is most stable? That would be ii), about 0.346 eV below the next structure.